Density functional theory data (the ωB97M-V functional and the def2-TZVPD basis) for C15H9F5MnNO5Se as an isolated structure.

⟨S²⟩   8.7561
HOMO-LUMO gap (alpha / beta)   7.45 / 7.42 eV
Total charge   -1
E_LUMO (alpha / beta)   2.03 / 2.00 eV
F_max   0.1 eV/A
Molecular weight   512.13 g mol⁻¹
HOMO energy (alpha / beta)   -0.199 / -0.199 hartree
Spin multiplicity   6

The geometry in XYZ format:
```
37
Properties=species:S:1:pos:R:3:forces:R:3:lowdin_charge:R:1
Se 0.36716 2.50736 1.18173 0.0377 0.0262 -0.0204 0.689
Mn -0.21071 0.85535 -0.64135 -0.0088 0.0242 0.0306 0.735
F -1.24646 -0.81741 5.97597 0.0044 -0.0039 0.0074 0.121
F 1.16255 2.75930 4.14813 0.0045 0.0078 0.0116 0.071
F -2.20073 -1.44374 3.50511 -0.0039 -0.0124 -0.0060 0.128
F -1.49106 0.00365 1.36956 -0.0218 -0.0316 -0.0104 0.035
F 0.43773 1.29305 6.26986 0.0035 0.0015 0.0007 0.116
O 1.00101 -5.73662 -2.66572 -0.0015 -0.0003 -0.0046 -0.037
O -1.97124 -1.66303 -3.26632 -0.0003 0.0161 0.0106 0.072
O 2.83162 -5.49943 -1.35112 0.0016 0.0002 0.0169 -0.052
O -1.51594 0.12327 -1.99725 -0.0148 0.0299 0.0136 -0.173
O 0.18263 2.16148 -2.39270 0.0009 0.0605 -0.0822 -0.171
N 0.61000 -1.08021 -0.91540 0.0340 -0.0294 0.0162 -0.009
C 1.33640 -3.69001 -1.54446 0.0111 -0.0091 0.0064 -0.079
C 2.06975 -2.93930 -0.63343 0.0315 0.0519 0.0334 0.002
C -1.36920 -0.41345 3.65687 0.0034 0.0165 0.0093 -0.147
C -1.31141 -1.09242 -2.42461 -0.0012 -0.0288 -0.0164 -0.580
C 1.67821 -1.64957 -0.34326 -0.0027 0.0003 -0.0179 -0.112
C 1.77020 -5.14255 -1.89416 -0.0126 0.0133 -0.0148 -0.698
C 0.33472 1.72809 3.95220 -0.0070 -0.0023 -0.0131 -0.264
C -0.13119 1.43980 2.67512 -0.0181 -0.0127 -0.0142 -0.525
C -0.02997 0.98097 5.05746 0.0047 0.0079 -0.0007 -0.146
C 0.22150 -3.09731 -2.12721 -0.0514 0.0293 -0.0136 0.068
C -1.27914 4.09734 -2.07949 -0.0308 0.0347 -0.0058 -0.082
C -0.88602 -0.09572 4.91287 -0.0105 -0.0014 -0.0037 -0.143
C 0.09806 3.59284 -2.44923 0.0491 -0.0040 0.0031 -0.286
C -0.98693 0.35393 2.57318 -0.0078 -0.0224 0.0341 -0.243
C -0.11174 -1.79814 -1.79654 0.0023 -0.0342 -0.0062 -0.167
H -2.03339 3.72983 -2.77799 0.0094 -0.0201 0.0018 0.083
H -1.54891 3.77714 -1.07257 0.0067 -0.0014 0.0044 0.050
H -1.29620 5.18815 -2.10750 0.0019 -0.0020 -0.0014 0.079
H 0.38675 3.91842 -3.45138 -0.0046 0.0076 0.0024 0.116
H -0.50838 1.75979 -2.94556 -0.0087 -0.0424 0.0323 0.090
H 2.22526 -1.03285 0.36157 0.0000 -0.0005 -0.0008 0.108
H 0.85201 3.95450 -1.75043 -0.0149 -0.0044 0.0124 0.107
H 2.94229 -3.38449 -0.17553 -0.0103 -0.0361 -0.0156 0.113
H -0.37920 -3.64802 -2.83644 0.0249 -0.0284 0.0005 0.128
```
Forces are in eV/Å.